1.
Formula: C4H8MnO3
Source: OMol25
Level of theory: wB97M-V/def2-TZVPD

Properties
E: -41728.4463 eV
2S+1: 7
net charge: +1
expectation value of S²: 12.010

Last column: Löwdin charge in e.
Element x y z (Å)
C  -1.7115  1.8358  0.1319  -0.061
O  -1.0265  1.7842  1.2305  -0.239
H  -1.5796  0.1780  -0.5270  0.169
H  -2.6555  2.4067  0.1610  0.121
H  -1.0804  2.1149  -0.7336  0.100
O  -0.7338  -1.1783  1.0657  -0.262
C  -0.8532  -1.1768  -0.2512  -0.261
C  0.5331  -1.1071  -0.8781  -0.150
O  1.1762  0.0522  -0.3512  -0.203
C  2.2758  -0.0695  0.4224  -0.003
Mn  0.1008  0.3819  1.8248  1.160
H  -1.4128  -2.0298  -0.6754  0.142
H  0.4420  -0.9601  -1.9633  0.147
H  1.0979  -2.0277  -0.6658  0.148
H  2.7861  0.8785  0.5979  0.093
H  2.6411  -1.0829  0.6114  0.099

Force components x, y, z for each atom (eV/Å):
C 2.79 2.05 0.46
O -1.87 -0.16 -1.12
H 0.59 -1.60 0.08
H -0.40 -1.39 0.08
H -0.53 -0.68 -0.06
O -0.49 -0.07 0.13
C 0.24 0.78 0.87
C -0.74 0.33 -1.25
O 0.22 0.48 -0.17
C -0.36 -0.23 0.59
Mn 0.70 -0.63 0.22
H -0.52 0.84 0.05
H 0.28 -0.08 0.24
H -0.21 0.29 0.08
H 0.10 -0.48 -0.12
H 0.21 0.54 -0.08

=====

2.
Formula: C4H8N
Source: OMol25
Level of theory: wB97M-V/def2-TZVPD

Properties
E: -5755.0279 eV
net charge: +1

Last column: Löwdin charge in e.
Element x y z (Å)
C  -1.7891  1.1734  0.9037  -0.009
C  -1.3060  0.4297  -0.3463  0.012
C  -0.5838  1.0118  1.4948  0.043
C  -0.0905  0.3035  0.1123  -0.198
N  1.2039  -0.0066  -0.5505  0.201
H  -2.6161  1.6580  1.3220  0.096
H  1.4221  -2.8504  -1.2495  0.135
H  -1.7384  -0.2515  -1.0610  0.122
H  -0.1422  1.0734  2.5249  0.122
H  0.9310  -2.2015  -1.1893  0.048
H  1.1915  -0.7968  -1.2525  0.076
H  1.8333  -0.3485  0.2079  0.183
H  1.6845  0.8057  -0.9166  0.170

Force components x, y, z for each atom (eV/Å):
C 2.87 -0.66 1.21
C -1.04 -1.53 -0.86
C 0.18 -0.15 -0.05
C 1.33 1.40 0.79
N 0.08 -1.42 1.62
H -1.47 0.23 -0.02
H -1.25 1.71 0.11
H -0.65 0.82 -0.77
H -0.54 0.26 -1.34
H 1.07 -2.53 -0.22
H -0.15 1.24 0.55
H -0.28 0.07 -0.59
H -0.15 0.55 -0.41

=====

3.
Formula: C4H8N
Source: OMol25
Level of theory: wB97M-V/def2-TZVPD

Properties
E: -5753.1759 eV
net charge: +1

Last column: Löwdin charge in e.
Element x y z (Å)
C  1.6095  -0.8758  0.3665  -0.060
C  0.8837  1.2598  0.4561  0.010
C  1.9532  0.3210  -0.4203  -0.025
C  -3.0840  -0.4814  -0.4673  0.287
N  0.6004  0.0391  -0.1102  -0.011
H  1.3866  -1.8075  -0.1425  0.125
H  1.9567  -1.0345  1.4231  0.149
H  1.2493  1.3235  1.5185  0.134
H  0.4326  2.2294  0.1371  0.139
H  2.4655  0.4306  -1.4139  0.174
H  -3.3632  0.0591  -1.3594  0.025
H  -3.5662  -0.1112  0.5061  0.070
H  -2.5241  -1.3520  -0.4938  -0.017

Force components x, y, z for each atom (eV/Å):
C 0.27 -1.53 0.93
C 2.11 1.72 1.53
C 0.25 0.76 -1.33
C -1.77 2.34 1.77
N -2.25 -0.39 0.30
H 0.81 -0.04 -0.21
H -0.71 0.76 -0.87
H -0.65 -0.35 -0.97
H 0.49 -1.24 -0.58
H -0.66 0.30 1.19
H 0.19 -0.10 -0.13
H 1.00 -0.75 -1.58
H 0.93 -1.51 -0.07

=====

4.
Formula: C4H8N
Source: OMol25
Level of theory: wB97M-V/def2-TZVPD

Properties
E: -5756.3039 eV
SMILES: CC[C@H]1C=[NH+]1
net charge: +1

Last column: Löwdin charge in e.
Element x y z (Å)
C  0.5166  -1.3647  -0.9698  -0.163
C  0.2231  -0.9764  0.3760  -0.240
C  0.3462  0.5278  0.5869  -0.110
C  0.0467  1.3547  -0.4870  0.076
N  -0.8976  1.3957  0.3168  0.291
H  0.4253  -2.4852  -1.3251  0.138
H  1.7079  -1.1140  -1.1158  0.164
H  -0.2131  -1.2636  -1.7396  0.064
H  -0.8065  -1.2813  0.5781  0.146
H  1.1082  -1.3755  0.8019  0.114
H  0.8839  0.7935  1.5559  0.189
H  0.2531  1.6927  -1.4687  0.164
H  -1.8027  1.6819  0.5313  0.167

Force components x, y, z for each atom (eV/Å):
C 3.57 -2.94 -4.23
C -0.96 0.87 0.54
C 0.36 -2.10 3.91
C -0.52 1.97 -1.65
N 2.10 -0.92 -0.01
H 0.91 1.14 2.24
H -3.20 -0.37 -0.84
H -0.42 2.33 -1.08
H 0.41 -0.37 1.21
H -0.14 -0.84 2.26
H -0.46 0.26 -1.78
H 0.32 0.40 -0.79
H -1.96 0.57 0.23

=====

5.
Formula: C4H8N
Source: OMol25
Level of theory: wB97M-V/def2-TZVPD

Properties
E: -5759.8424 eV
SMILES: C=CC(C)=[NH2+]
net charge: +1

Last column: Löwdin charge in e.
Element x y z (Å)
C  1.3721  1.4402  -0.7255  0.119
C  0.9330  0.5457  0.1882  -0.090
C  -0.3272  -0.1857  0.0501  -0.308
C  -0.4591  -1.5129  0.6582  0.018
N  -1.2516  0.5056  -0.5625  0.251
H  2.3573  1.8776  -0.5247  0.098
H  0.8930  1.4862  -1.7332  0.110
H  1.4717  0.1773  1.0180  0.106
H  0.0823  -1.3207  1.6402  0.128
H  0.3113  -2.1948  0.0518  0.175
H  -1.5116  -1.8242  0.7203  0.106
H  -2.1844  0.2061  -0.8977  0.184
H  -0.8990  1.4220  -0.6620  0.103

Force components x, y, z for each atom (eV/Å):
C 0.32 -1.53 0.24
C -0.47 0.13 -1.13
C -0.41 0.74 -0.74
C 2.14 -0.28 -0.51
N -0.33 -1.59 0.39
H -0.56 0.15 -0.47
H 0.44 0.53 1.04
H 1.00 0.38 0.86
H -1.08 -0.85 -0.76
H -1.98 1.00 1.29
H 0.72 -0.39 0.10
H 0.92 0.22 0.56
H -0.71 1.49 -0.88

=====

6.
Formula: C4H8N2
Source: OMol25
Level of theory: wB97M-V/def2-TZVPD

Properties
E: -7255.6088 eV
SMILES: C1N[C@H]1[C@H]1CN1

Last column: Löwdin charge in e.
Element x y z (Å)
C  1.9353  0.1479  -0.5821  -0.156
N  1.6767  -0.7960  0.4982  0.024
C  0.6006  -0.4819  -0.4348  -0.296
C  -0.5521  0.3654  0.0273  -0.298
C  -1.9537  -0.0799  -0.1430  -0.150
N  -1.3171  -0.1445  1.1694  0.021
H  2.6296  -0.2005  -1.3432  0.096
H  2.0158  1.2105  -0.3492  0.102
H  1.5131  -0.3189  1.3817  0.090
H  0.3359  -1.3134  -1.0884  0.135
H  -0.3832  1.4445  -0.0077  0.138
H  -2.1484  -1.0490  -0.6000  0.103
H  -2.7166  0.6750  -0.3272  0.102
H  -1.6340  0.6239  1.7548  0.089

Force components x, y, z for each atom (eV/Å):
C 0.13 0.17 -0.20
N 0.00 0.00 0.27
C -0.20 -0.02 -0.14
C 0.18 0.13 -0.12
C -0.17 -0.03 -0.22
N -0.07 0.08 0.23
H -0.13 0.04 0.11
H -0.05 -0.21 -0.03
H 0.01 -0.03 -0.10
H 0.06 0.16 0.11
H -0.02 -0.23 0.03
H 0.05 0.18 0.08
H 0.14 -0.13 0.06
H 0.04 -0.11 -0.08

=====

7.
Formula: C4H8N2
Source: OMol25
Level of theory: wB97M-V/def2-TZVPD

Properties
E: -7254.8036 eV

Last column: Löwdin charge in e.
Element x y z (Å)
C  0.7744  -1.3095  0.7919  -0.016
N  -0.1111  -0.1904  0.4307  -0.268
C  0.1472  0.9760  0.9713  0.016
C  -1.0678  -0.4703  -0.4940  -0.179
C  -1.9156  0.5597  -0.9302  -0.287
N  -2.5892  1.4514  -1.2617  0.125
H  1.6654  -1.2818  0.1602  0.101
H  0.2429  -2.2496  0.6464  0.092
H  1.0559  -1.2112  1.8409  0.095
H  -0.4608  1.8279  0.6984  0.075
H  1.3055  1.2336  -1.6649  0.038
H  0.9439  1.0481  1.6971  0.076
H  -1.1767  -1.4888  -0.8298  0.097
H  0.8898  0.7495  -2.0533  0.035

Force components x, y, z for each atom (eV/Å):
C 0.05 -0.13 0.07
N -0.05 0.19 0.04
C -0.08 -0.05 -0.03
C 0.08 -0.06 0.01
C -0.53 0.74 -0.27
N 0.64 -0.83 0.33
H -0.17 0.01 0.06
H 0.07 0.14 0.01
H -0.02 -0.01 -0.17
H 0.07 -0.10 0.01
H -0.03 -0.05 -0.03
H -0.10 -0.06 -0.12
H 0.03 0.16 0.06
H 0.03 0.04 0.05

=====

8.
Formula: C4H8N2
Source: OMol25
Level of theory: wB97M-V/def2-TZVPD

Properties
E: -7257.0016 eV
SMILES: CN(C)CC#N

Last column: Löwdin charge in e.
Element x y z (Å)
C  0.1904  -1.0819  0.8999  -0.105
N  0.1662  -0.4197  -0.3933  -0.285
C  1.3835  0.3192  -0.6727  -0.105
C  -1.0558  0.3133  -0.6537  -0.196
C  -1.6320  1.0348  0.5096  -0.210
N  -2.0977  1.5429  1.4388  0.142
H  1.1577  -1.5759  1.0274  0.084
H  -0.5927  -1.8462  0.9517  0.091
H  0.0486  -0.3858  1.7448  0.081
H  1.6170  1.1082  0.0629  0.091
H  1.3128  0.7754  -1.6655  0.083
H  2.2205  -0.3870  -0.6967  0.085
H  -1.8355  -0.3647  -1.0212  0.125
H  -0.8772  1.0507  -1.4419  0.119

Force components x, y, z for each atom (eV/Å):
C 0.01 -0.13 0.10
N -0.01 0.01 0.03
C 0.13 0.09 -0.05
C -0.08 0.00 -0.14
C -0.35 0.46 0.83
N 0.48 -0.44 -0.90
H -0.16 0.02 -0.06
H 0.07 0.13 -0.01
H 0.06 -0.09 -0.13
H -0.08 -0.07 -0.06
H 0.03 -0.04 0.16
H -0.11 0.15 0.05
H 0.06 0.05 0.12
H -0.04 -0.14 0.06